{"formula": "C19H7Cl5CuN3O3", "method": "wB97M-V/def2-TZVPD", "e_lumo_ev": [-4.239, -5.596], "spin_multiplicity": 2, "s_squared": 0.754, "charge": 1, "homo_lumo_gap_ev": [7.69, 6.33], "homo_ev": [-11.9, -11.9], "symbols": ["Cu", "Cl", "C", "C", "C", "Cl", "C", "Cl", "C", "Cl", "C", "Cl", "O", "N", "O", "C", "C", "C", "C", "C", "C", "N", "C", "C", "N", "C", "C", "C", "C", "H", "H", "H", "H", "H", "H", "H", "O", "C"], "coordinates": [[-1.389, 1.561, 0.094], [-3.802, 1.809, 1.578], [-3.763, 0.320, 0.655], [-2.630, 0.084, -0.097], [-2.533, -1.101, -0.799], [-1.093, -1.463, -1.692], [-3.582, -2.020, -0.784], [-3.465, -3.480, -1.672], [-4.731, -1.749, -0.034], [-6.023, -2.870, -0.009], [-4.828, -0.569, 0.705], [-6.210, -0.223, 1.653], [5.388, -1.751, 0.072], [4.479, -1.570, 0.847], [4.443, -1.991, 1.983], [3.313, -0.782, 0.349], [3.430, -0.329, -0.912], [2.391, 0.448, -1.514], [2.480, 0.912, -2.839], [1.448, 1.646, -3.359], [0.340, 1.908, -2.546], [0.236, 1.481, -1.303], [1.248, 0.753, -0.779], [1.124, 0.249, 0.579], [-0.023, 0.546, 1.233], [-0.218, 0.091, 2.455], [0.735, -0.680, 3.115], [1.909, -0.988, 2.479], [2.141, -0.525, 1.164], [4.324, -0.560, -1.473], [3.356, 0.681, -3.430], [1.471, 2.020, -4.372], [-0.493, 2.482, -2.933], [-1.164, 0.344, 2.920], [0.539, -1.033, 4.117], [2.653, -1.586, 2.974], [-0.517, 4.444, 0.964], [-0.984, 3.493, 0.611]], "lowdin_spin": [0.532, 0.048, 0.037, 0.215, 0.028, 0.007, 0.007, 0.005, -0.004, -0.001, 0.007, 0.009, 0.000, 0.000, 0.000, 0.000, 0.000, 0.001, 0.001, 0.000, 0.003, 0.018, 0.002, 0.004, 0.050, 0.004, 0.001, 0.000, 0.002, 0.000, 0.000, 0.000, 0.000, 0.000, 0.000, 0.000, 0.006, 0.018]}

{"formula": "C19H9BeCl6NO", "method": "wB97M-V/def2-TZVPD", "e_lumo_ev": -0.489, "spin_multiplicity": 1, "homo_lumo_gap_ev": 7.90, "homo_ev": -8.4, "symbols": ["Be", "Cl", "C", "C", "Cl", "C", "Cl", "C", "O", "C", "Cl", "C", "Cl", "Cl", "C", "C", "C", "C", "N", "C", "H", "H", "H", "H", "C", "C", "C", "C", "C", "C", "C", "C", "H", "H", "H", "H", "H"], "coordinates": [[-0.556, 0.724, 1.044], [5.453, -1.099, 3.607], [3.839, -0.596, 3.291], [3.288, -0.769, 2.027], [4.186, -1.475, 0.743], [1.983, -0.359, 1.813], [1.193, -0.541, 0.248], [1.169, 0.221, 2.790], [-0.061, 0.566, 2.529], [1.756, 0.402, 4.054], [0.801, 1.145, 5.272], [3.063, -0.004, 4.294], [3.742, 0.230, 5.857], [3.008, 4.686, -0.008], [1.369, 4.168, 0.172], [0.322, 5.069, 0.113], [-0.964, 4.584, 0.266], [-1.159, 3.230, 0.468], [-0.135, 2.369, 0.525], [1.112, 2.828, 0.382], [0.515, 6.121, -0.049], [-1.817, 5.246, 0.227], [-2.144, 2.796, 0.580], [1.921, 2.112, 0.435], [-2.079, 0.255, 0.442], [-3.263, 0.110, 0.212], [-4.649, -0.144, -0.095], [-5.222, 0.341, -1.272], [-6.550, 0.078, -1.570], [-7.327, -0.672, -0.697], [-6.767, -1.153, 0.479], [-5.440, -0.893, 0.780], [-4.610, 0.917, -1.953], [-6.978, 0.457, -2.489], [-8.362, -0.883, -0.933], [-7.366, -1.738, 1.166], [-4.996, -1.268, 1.693]], "lowdin_charge": [0.004, 0.680, -0.715, -0.704, 0.705, -0.531, 0.861, -0.431, -0.109, -0.610, 0.735, -0.690, 0.694, 0.710, -0.632, -0.062, -0.023, -0.065, 0.035, -0.110, 0.118, 0.118, 0.110, 0.102, 0.001, -0.101, -0.260, -0.046, -0.090, -0.095, -0.087, -0.040, 0.111, 0.100, 0.099, 0.101, 0.115]}

{"formula": "C19H9Br2Cl3N3O6Ti", "method": "wB97M-V/def2-TZVPD", "e_lumo_ev": 1.504, "spin_multiplicity": 1, "charge": -1, "homo_lumo_gap_ev": 5.56, "homo_ev": -4.1, "symbols": ["Ti", "O", "C", "O", "C", "C", "C", "C", "C", "N", "C", "O", "O", "H", "H", "H", "Br", "C", "C", "C", "N", "C", "C", "C", "C", "C", "Br", "C", "C", "N", "H", "H", "H", "H", "H", "H", "Cl", "C", "Cl", "Cl", "C", "O", "O"], "coordinates": [[0.792, -0.799, 0.055], [-3.131, -1.716, -0.690], [-2.022, -1.680, -0.216], [-0.894, -1.397, -0.795], [-1.790, -1.993, 1.251], [-2.689, -2.473, 2.183], [-2.212, -2.741, 3.464], [-0.876, -2.527, 3.776], [-0.057, -2.028, 2.781], [-0.531, -1.775, 1.575], [1.423, -1.705, 2.869], [2.007, -1.842, 3.920], [1.889, -1.280, 1.738], [-3.719, -2.636, 1.901], [-2.885, -3.128, 4.219], [-0.468, -2.738, 4.754], [-2.511, 5.032, 1.522], [-1.588, 3.404, 1.291], [-1.100, 2.730, 2.388], [-0.424, 1.538, 2.162], [-0.204, 1.059, 0.941], [-0.676, 1.728, -0.119], [-1.390, 2.908, 0.013], [-0.119, 1.158, -1.433], [-0.912, 1.445, -2.595], [-0.664, 1.401, -3.933], [-2.161, 2.226, -4.916], [0.356, 1.050, -4.857], [1.284, 0.039, -4.923], [0.955, 0.547, -1.221], [-1.230, 3.111, 3.390], [-0.026, 0.954, 2.985], [-1.752, 3.429, -0.861], [-1.897, 1.806, -2.333], [0.308, 1.651, -5.758], [2.009, -1.508, -0.808], [4.447, -0.969, -5.337], [4.507, -0.301, -3.782], [4.728, -1.538, -2.641], [1.283, -1.122, -3.573], [3.973, 0.214, 0.533], [4.956, -0.394, 0.574], [3.009, 0.859, 0.505]], "lowdin_charge": [1.008, 0.106, -0.544, -0.133, -0.153, 0.025, -0.034, 0.019, -0.166, 0.077, -0.575, 0.081, -0.157, 0.122, 0.108, 0.121, 0.763, -0.673, -0.098, -0.075, 0.056, -0.173, -0.039, -0.361, -0.147, -0.585, 0.644, -0.403, -0.506, -0.052, 0.103, 0.125, 0.115, 0.058, 0.031, -0.022, 0.491, -1.006, 0.490, 0.475, -0.445, 0.190, 0.139]}

{"formula": "C2", "method": "wB97M-V/def2-TZVPD", "e_lumo_ev": -3.636, "spin_multiplicity": 1, "homo_lumo_gap_ev": 6.72, "homo_ev": -10.4, "symbols": ["C", "C"], "coordinates": [[0.000, 0.000, 0.817], [0.000, 0.000, -0.817]], "lowdin_charge": [0.000, 0.000]}

Number 1: total energy -137672.427 eV. Number 2: total energy -98924.528 eV. Number 3: total energy -237370.844 eV. Number 4: total energy -2063.449 eV.